(1)
C10H44N8O15 | ωB97M-V/def2-TZVPD

Structure (XYZ):
```
77
C10H44N8O15 ωB97M-V/def2-TZVPD
O -6.32 1.05 0.62
O 0.01 3.20 -3.80
O 0.20 1.62 3.72
O -2.56 -2.67 1.73
O -1.29 -2.80 -2.78
O 0.79 -0.47 -0.98
O -0.96 3.46 -0.43
O 0.85 3.60 1.75
O 2.94 1.45 -1.54
O 5.26 1.00 -4.26
O -3.65 0.22 0.80
O -2.67 0.93 3.26
O -1.24 -1.32 4.02
O 0.94 -4.10 -1.79
O 2.29 0.39 2.47
N 2.92 -4.79 -2.69
N 2.88 -3.19 -1.02
N -2.13 2.54 -3.43
N -0.34 0.58 0.69
N 4.46 0.83 2.99
N 3.88 -1.24 2.21
N -1.47 -0.81 -0.73
N -0.51 0.95 -3.74
C -0.28 -0.26 -0.38
C 3.44 0.01 2.54
C 2.17 -4.04 -1.82
C -2.35 -2.21 4.10
C -5.25 1.91 0.24
C -2.22 -3.25 3.02
C -0.78 2.29 -3.66
C 3.45 0.94 -2.74
C 4.78 1.58 -3.06
C -4.09 1.11 -0.26
H -1.20 0.48 1.20
H -5.54 2.61 -0.56
H 5.48 1.40 -2.24
H -2.01 1.64 3.18
H -1.18 2.52 -0.42
H -1.59 -0.41 3.95
H 0.38 0.71 -4.12
H 0.56 2.94 2.41
H 2.59 -5.62 -3.16
H 4.61 2.65 -3.22
H -4.43 -0.31 1.01
H -2.86 -4.12 3.13
H 3.24 -1.86 1.74
H -3.23 -1.56 4.06
H 0.50 1.02 1.03
H 3.91 -4.64 -2.74
H -1.71 -2.46 1.32
H 2.80 1.07 -3.61
H -7.07 1.61 0.85
H 3.87 -3.15 -1.13
H -2.47 3.47 -3.33
H -2.26 -0.64 -0.12
H -4.41 0.49 -1.10
H 4.82 -1.53 2.37
H 5.37 0.70 2.59
H -3.12 0.90 2.39
H -2.38 -2.70 5.08
H 4.28 1.78 3.28
H 0.44 1.63 4.65
H -3.29 1.75 -0.62
H 3.60 -0.15 -2.65
H -1.22 -3.68 2.98
H 2.32 -2.41 -0.68
H 1.64 4.00 2.11
H 2.18 0.90 -1.27
H -5.01 2.54 1.11
H -0.34 -3.03 -2.79
H -1.66 -3.50 -2.22
H -1.23 0.26 -3.61
H -2.71 1.82 -3.82
H -1.57 -1.49 -1.49
H 0.98 1.23 3.26
H -0.47 3.60 0.40
H 6.22 1.00 -4.26
```

* Kohn-Sham gap: 9.238 eV
* SMILES: NC(N)=O.NC(N)=O.NC(N)=O.NC(N)=O.OCCO.OCCO.OCCO.O.O.O.O.O
* spin multiplicity: 1
* HOMO: -9.07 eV
* net charge: 0
* lowest unoccupied orbital energy: 0.17 eV

(2)
C10H50FN3O24 | ωB97M-V/def2-TZVPD

Structure (XYZ):
```
88
C10H50FN3O24 ωB97M-V/def2-TZVPD
F 1.27 -2.86 0.80
O -4.78 -0.33 -1.99
O 1.66 -2.34 -2.81
O -0.17 -4.73 -3.29
O 3.17 3.12 2.61
O 5.55 -2.96 -3.66
O -0.44 5.46 0.47
O 2.92 -3.93 -4.61
O -4.62 -1.73 2.58
O 1.88 -0.79 0.12
O 2.83 -3.45 -1.23
O 3.82 3.40 -1.01
O -3.73 4.59 -2.59
O 2.38 2.05 -2.90
O -1.63 0.48 6.74
O -0.92 -2.03 -3.43
O 2.15 5.34 -0.27
O -2.11 -2.05 -0.82
O 3.01 -0.50 -5.07
O -3.50 -0.94 4.90
O -0.57 2.94 5.79
O 3.46 -4.17 2.44
O 1.29 -5.86 -1.28
O 0.03 0.31 -1.98
O -5.37 0.66 1.54
N -3.35 3.64 0.50
N -0.59 1.79 -0.40
N 0.91 0.27 0.10
C -2.77 2.64 0.31
C 0.15 0.76 -0.88
C -1.72 0.86 1.55
C 0.76 1.10 1.32
C 1.32 -2.01 -0.26
C -1.92 1.47 0.15
C 0.38 2.33 0.58
C -0.47 0.64 2.07
C -0.33 -0.09 3.33
C 1.99 -2.62 -1.51
H -4.05 5.38 -3.14
H -4.41 -1.16 -1.54
H 0.41 2.80 5.61
H 2.76 4.85 -0.90
H 0.29 -1.77 -0.48
H 2.16 -0.24 -4.58
H -0.08 3.10 1.31
H -0.18 -1.35 -3.33
H -2.29 0.19 7.45
H -0.67 -3.84 -3.24
H -1.01 2.04 5.92
H 2.82 -1.36 -5.58
H 4.46 2.76 -0.54
H 0.68 -5.61 -2.05
H 4.26 -4.78 2.31
H 2.67 -4.60 1.99
H 3.38 2.90 -1.77
H 1.47 2.50 -2.95
H -5.47 1.19 0.68
H -0.73 0.62 7.18
H 2.55 5.30 0.66
H 3.19 -3.61 -5.53
H -2.59 0.51 2.07
H -2.77 -2.63 -1.32
H 2.21 -2.96 -3.40
H -1.00 5.68 -0.34
H -1.97 -2.44 0.10
H 1.33 2.79 0.17
H 3.00 4.01 2.17
H -2.99 -0.13 5.20
H 0.74 -0.40 3.53
H 4.60 -3.12 -3.96
H -3.92 -1.50 3.27
H -4.03 -1.29 5.69
H -4.54 4.20 -2.12
H 2.01 -5.16 -1.21
H 0.15 -4.85 -4.24
H -0.83 0.45 4.20
H -1.62 -1.85 -2.72
H 0.52 5.36 0.18
H 1.62 1.11 2.03
H -5.48 1.30 2.32
H -2.52 0.71 -0.40
H -5.19 -0.60 -2.87
H 5.68 -3.40 -2.75
H 2.91 2.33 -3.71
H 3.98 2.71 2.18
H 2.27 -4.70 -4.72
H -4.86 -0.88 2.09
H -0.91 -1.01 3.19
```

* Kohn-Sham gap: 8.819 eV
* spin multiplicity: 1
* HOMO: -9.24 eV
* net charge: 0
* lowest unoccupied orbital energy: -0.42 eV
* energy relative to the best compared isomer or geometry (same formula, charge and spin): 51.0 kcal per mole

(3)
C10H5N4O7S4Ti | ωB97M-V/def2-TZVPD

Structure (XYZ):
```
31
C10H5N4O7S4Ti ωB97M-V/def2-TZVPD
Ti -0.30 -0.18 -0.44
S 2.21 -0.33 -0.12
S -0.79 4.37 -0.43
S 3.03 -0.68 2.69
S 0.24 -0.50 2.07
O -4.61 -0.68 2.26
O -0.25 -1.94 -0.70
O -6.57 -3.84 -1.72
O -2.06 0.02 0.14
O -5.01 -4.40 -3.10
O -4.92 0.95 0.88
O -0.69 -0.20 -2.18
N -5.45 -3.74 -2.18
N -4.65 -0.21 1.14
N -0.03 1.96 -0.25
N -1.05 -1.59 -1.87
C 0.92 2.73 0.40
C -0.99 2.72 -0.73
C -3.27 -2.61 -2.06
C -5.03 -1.98 -0.52
C -4.55 -2.74 -1.57
C -2.89 -0.86 -0.42
C 0.67 4.05 0.40
C -4.19 -1.05 0.03
C 1.83 -0.52 1.52
C -2.45 -1.67 -1.47
H 1.25 4.84 0.84
H -1.85 2.34 -1.27
H -2.91 -3.23 -2.86
H 1.77 2.25 0.85
H -6.04 -2.12 -0.16
```

* Kohn-Sham gap (alpha / beta): 8.439 / 6.290 eV
* <S²>: 0.75
* spin multiplicity: 2
* HOMO (alpha / beta): -9.26 / -9.32 eV
* net charge: 0
* lowest unoccupied orbital energy (alpha / beta): -0.82 / -3.03 eV
* energy relative to the best compared isomer or geometry (same formula, charge and spin): 2.3 kcal per mole

(4)
C10H5O3S5Sn | ωB97M-V/def2-TZVPD

Structure (XYZ):
```
24
C10H5O3S5Sn ωB97M-V/def2-TZVPD
Sn 0.31 0.08 -2.63
S -3.53 -3.03 -3.15
S -3.93 -5.92 -2.59
S 0.58 -2.28 -1.99
S -2.07 -0.43 -3.27
S -1.33 -4.55 -2.15
O -0.35 1.05 -0.78
O 1.03 1.21 -3.89
O 1.73 0.37 -0.81
C 2.20 1.32 1.81
C 0.08 2.54 3.13
C 1.31 2.41 3.75
C -2.98 -4.57 -2.63
C -0.10 2.06 1.84
C -2.05 -2.12 -2.88
C 2.37 1.80 3.10
C 0.79 0.93 -0.21
C -1.02 -2.85 -2.41
C 0.97 1.45 1.18
H 3.01 0.85 1.27
H -1.05 2.15 1.32
H 3.33 1.70 3.59
H 1.44 2.79 4.76
H -0.75 3.01 3.64
```

* Kohn-Sham gap: 7.165 eV
* spin multiplicity: 1
* HOMO: -4.70 eV
* net charge: -1
* lowest unoccupied orbital energy: 2.47 eV
* energy relative to the best compared isomer or geometry (same formula, charge and spin): 0.0 kcal per mole

(5)
C10H6Cl5OS2Ti | ωB97M-V/def2-TZVPD

Structure (XYZ):
```
25
C10H6Cl5OS2Ti ωB97M-V/def2-TZVPD
Ti 0.00 -0.20 -0.72
Cl 0.00 6.38 1.02
Cl 0.01 2.01 4.21
Cl 0.01 5.14 3.89
Cl 0.01 0.19 1.63
Cl 0.00 4.50 -1.50
S -1.70 -1.13 -1.87
S 1.69 -1.13 -1.89
O 0.00 1.65 -0.83
C 0.01 4.13 2.50
C -1.48 -3.78 -1.20
C -0.68 -2.54 -1.51
C 0.01 2.47 0.23
C 0.00 3.85 0.09
C 0.01 1.96 1.52
C 1.47 -3.79 -1.19
C 0.68 -2.54 -1.51
C 0.01 2.75 2.65
C 0.01 4.68 1.22
H -2.22 -3.93 -1.98
H 2.52 -3.56 -1.07
H 1.37 -4.51 -2.01
H -2.03 -3.67 -0.26
H -0.86 -4.67 -1.13
H 1.13 -4.29 -0.28
```

* Kohn-Sham gap (alpha / beta): 8.101 / 8.153 eV
* <S²>: 0.76
* spin multiplicity: 2
* HOMO (alpha / beta): -8.11 / -8.53 eV
* net charge: 0
* lowest unoccupied orbital energy (alpha / beta): -0.01 / -0.38 eV

(6)
C10H6F4HgN2 | ωB97M-V/def2-TZVPD

Structure (XYZ):
```
23
C10H6F4HgN2 ωB97M-V/def2-TZVPD
Hg -2.55 -3.26 -2.05
F 2.61 -1.63 0.66
F 3.12 1.33 1.29
F 3.04 1.42 -0.87
F 4.55 -0.63 0.76
N -1.68 -1.25 -1.02
N -2.99 0.74 0.46
C 0.44 -0.30 -0.46
C -2.99 -1.17 -0.86
C -0.97 -0.31 -0.38
C -0.88 1.66 1.05
C 0.50 1.62 1.01
C 2.70 0.69 0.20
C 3.41 -0.68 0.10
C -3.68 -0.19 -0.17
C -1.64 0.68 0.39
C 1.17 0.64 0.25
H -3.63 -1.97 -1.38
H -4.76 -0.19 -0.11
H 0.96 -1.05 -1.04
H -1.39 2.44 1.58
H 3.60 -0.95 -0.94
H 1.07 2.36 1.53
```

* Kohn-Sham gap: 3.318 eV
* spin multiplicity: 1
* HOMO: -16.90 eV
* net charge: +2
* lowest unoccupied orbital energy: -13.58 eV

(7)
C10H6FO3 | ωB97M-V/def2-TZVPD

Structure (XYZ):
```
20
C10H6FO3 ωB97M-V/def2-TZVPD
F 2.31 1.25 1.65
O -1.06 2.54 0.76
O -2.46 -0.64 1.66
O -2.48 -1.12 -0.52
C -1.26 1.74 -1.43
C -0.93 1.56 -0.01
C 0.57 -0.33 0.88
C 0.74 -1.80 1.22
C -0.58 0.22 0.38
C 1.09 -2.21 0.04
C 1.85 0.37 0.75
C -1.99 -0.66 0.53
C 1.14 -0.96 -0.75
C 2.31 -0.15 -0.39
H 3.17 0.04 -1.00
H -2.18 2.35 -1.44
H -1.53 0.90 -2.15
H -0.54 2.28 -1.88
H 1.17 -3.21 -0.50
H 0.68 -2.16 2.19
```

* Kohn-Sham gap (alpha / beta): 6.481 / 6.374 eV
* <S²>: 2.05
* spin multiplicity: 3
* HOMO (alpha / beta): -2.99 / -4.61 eV
* net charge: -1
* lowest unoccupied orbital energy (alpha / beta): 3.50 / 1.76 eV

(8)
C10H6LaN2O4 | ωB97M-V/def2-TZVPD

Structure (XYZ):
```
23
C10H6LaN2O4 ωB97M-V/def2-TZVPD
La -0.30 -1.19 -1.00
O 1.81 0.05 -3.75
O 1.57 -4.25 -1.05
O -2.95 -2.88 0.86
O -2.09 -2.98 -4.01
N 1.51 3.79 4.13
N 0.21 0.47 0.30
C -0.39 1.70 0.29
C 1.07 -0.08 1.23
C 0.91 2.08 2.28
C 0.99 -0.40 -3.10
C -2.28 -2.40 0.07
C -0.01 2.53 1.31
C 1.27 3.00 3.32
C 1.46 0.78 2.24
C -1.60 -2.41 -3.15
C 0.86 -3.37 -1.23
H -1.96 0.66 -1.54
H 2.17 0.44 2.98
H -2.13 0.14 -2.06
H -0.46 3.53 1.31
H -1.08 1.91 -0.51
H 1.42 -1.11 1.08
```

* Kohn-Sham gap: 6.660 eV
* spin multiplicity: 1
* HOMO: -20.50 eV
* net charge: +3
* lowest unoccupied orbital energy: -13.84 eV

(9)
C10H7N3O3PdS2 | ωB97M-V/def2-TZVPD

Structure (XYZ):
```
26
C10H7N3O3PdS2 ωB97M-V/def2-TZVPD
Pd 0.58 -0.04 0.29
S -2.35 2.62 -0.23
S -0.84 4.11 0.18
O -1.55 1.49 -1.03
O 0.13 -1.89 -0.20
O -1.32 0.33 -0.18
N 2.44 -0.57 0.83
N 4.20 -1.79 1.20
N 0.81 1.93 0.76
C 2.91 -1.81 0.77
C 2.22 -3.01 0.34
C 0.28 -4.17 -0.51
C 4.54 -0.49 1.54
C 0.88 -2.95 -0.11
C 3.44 0.25 1.30
C 0.96 -5.36 -0.48
C 2.29 -5.41 -0.03
C 0.23 2.91 0.66
C 2.89 -4.24 0.36
H 5.51 -0.23 1.91
H 3.92 -4.29 0.71
H 4.80 -2.59 1.26
H 2.83 -6.35 0.00
H -0.75 -4.12 -0.86
H 3.28 1.30 1.43
H 0.46 -6.27 -0.79
```

* Kohn-Sham gap: 6.900 eV
* spin multiplicity: 1
* HOMO: -7.62 eV
* net charge: 0
* lowest unoccupied orbital energy: -0.72 eV
* energy relative to the best compared isomer or geometry (same formula, charge and spin): 0.0 kcal per mole

(10)
C10H7O2 | ωB97M-V/def2-TZVPD

Structure (XYZ):
```
19
C10H7O2 ωB97M-V/def2-TZVPD
O -2.27 -4.47 2.46
O 1.04 -0.89 -1.26
C 0.10 0.58 0.37
C 0.46 -0.43 1.32
C -0.41 2.38 -1.76
C 0.08 1.13 -2.06
C 1.31 -1.78 -0.38
C -1.53 -3.68 2.10
C -0.59 1.75 0.64
C 0.43 0.26 -1.00
C 1.03 -1.61 0.95
C -0.74 2.68 -0.38
H 1.65 -2.57 -0.92
H -0.44 2.98 -2.62
H 0.23 1.02 -3.11
H -0.81 1.93 1.78
H -1.17 3.61 -0.04
H 0.35 -0.44 2.39
H 1.25 -2.43 1.52
```

* Kohn-Sham gap: 8.419 eV
* spin multiplicity: 1
* HOMO: -13.91 eV
* net charge: +1
* lowest unoccupied orbital energy: -5.49 eV
* energy relative to the best compared isomer or geometry (same formula, charge and spin): 0.0 kcal per mole

(11)
C10H8BrCl3N2O2PdS3SbSi | ωB97M-V/def2-TZVPD

Structure (XYZ):
```
32
C10H8BrCl3N2O2PdS3SbSi ωB97M-V/def2-TZVPD
Sb 1.65 -1.76 0.84
Pd -0.07 0.00 0.20
Br 5.25 6.58 -2.65
Cl -1.35 3.62 1.04
Cl -3.74 1.57 0.25
Cl -2.22 1.25 3.16
S -0.52 -2.39 1.27
S 1.74 0.24 1.98
S 3.37 -3.18 0.48
Si -1.72 1.50 1.09
O 0.97 1.47 -1.24
O 2.65 0.25 -2.10
N -0.90 -1.29 -3.80
N -0.97 -0.64 -1.72
C 2.11 1.31 -1.74
C -2.24 -1.23 -3.45
C 2.89 2.61 -1.95
C 4.78 3.78 -2.91
C -0.17 -0.91 -2.72
C -2.26 -0.83 -2.15
C 2.43 3.80 -1.41
C 4.29 4.95 -2.36
C 3.12 4.98 -1.61
C 4.07 2.60 -2.69
H 4.42 1.66 -3.08
H 5.69 3.79 -3.48
H -3.02 -1.48 -4.14
H -0.52 -1.54 -4.69
H 1.51 3.77 -0.84
H 2.77 5.91 -1.18
H 0.90 -0.81 -2.70
H -3.10 -0.65 -1.50
```

* Kohn-Sham gap (alpha / beta): 5.198 / 5.170 eV
* <S²>: 0.77
* spin multiplicity: 2
* HOMO (alpha / beta): -1.43 / -1.41 eV
* net charge: -2
* lowest unoccupied orbital energy (alpha / beta): 3.76 / 3.76 eV
* energy relative to the best compared isomer or geometry (same formula, charge and spin): 52.6 kcal per mole

(12)
C10H8Cl2F2 | ωB97M-V/def2-TZVPD

Structure (XYZ):
```
22
C10H8Cl2F2 ωB97M-V/def2-TZVPD
Cl -1.82 1.50 -1.05
Cl -3.39 1.14 1.39
F -2.51 -1.09 -1.62
F -3.78 -1.55 0.09
C 0.59 0.00 0.31
C -1.35 -1.77 0.43
C 2.89 1.10 -0.75
C -0.57 -0.59 0.98
C -2.53 -1.07 -0.27
C 1.47 0.72 1.18
C 1.92 0.62 -1.58
C -2.32 0.42 0.20
C 2.58 1.33 0.62
C 0.86 -0.07 -1.02
H 0.23 -0.56 -1.61
H 3.79 1.44 -1.24
H -0.66 -2.27 -0.31
H 2.14 0.59 -2.61
H -1.81 -2.43 1.34
H 3.34 1.90 1.31
H 1.41 0.87 2.17
H -0.49 -0.23 2.03
```

* Kohn-Sham gap: 8.075 eV
* spin multiplicity: 1
* HOMO: -8.24 eV
* net charge: 0
* lowest unoccupied orbital energy: -0.16 eV
* energy relative to the best compared isomer or geometry (same formula, charge and spin): 38.5 kcal per mole

(13)
C10H8ClNO | ωB97M-V/def2-TZVPD

Structure (XYZ):
```
21
C10H8ClNO ωB97M-V/def2-TZVPD
Cl 3.55 0.09 -0.84
O -2.89 -1.30 -0.44
N -2.03 1.01 -0.45
C 1.08 -0.86 0.17
C -1.53 2.26 -0.49
C -1.06 0.06 -0.22
C 2.52 -0.60 0.49
C 0.67 1.58 0.36
C 0.22 0.29 0.07
C -0.84 -2.35 -0.31
C 0.54 -2.07 0.02
C -0.24 2.63 0.04
C -1.56 -1.27 -0.24
H 1.16 -2.93 0.10
H 2.63 0.15 1.28
H -1.29 -3.40 -0.31
H 1.72 1.82 0.75
H 2.86 -1.55 0.81
H 0.00 3.68 0.13
H -2.28 3.05 -0.60
H -3.22 -0.30 -0.32
```

* Kohn-Sham gap: 8.333 eV
* SMILES: Oc1ccc(CCl)c2cccnc12
* spin multiplicity: 1
* HOMO: -8.52 eV
* net charge: 0
* lowest unoccupied orbital energy: -0.19 eV
* energy relative to the best compared isomer or geometry (same formula, charge and spin): 0.0 kcal per mole

(14)
C10H8F6NO7RhS3 | ωB97M-V/def2-TZVPD

Structure (XYZ):
```
36
C10H8F6NO7RhS3 ωB97M-V/def2-TZVPD
Rh 0.38 -0.27 -1.30
S 1.09 2.57 -2.34
S 1.51 -1.31 2.61
S 3.71 -1.28 0.86
F 2.22 -0.14 4.88
F 4.81 0.97 1.67
F 4.76 0.70 -0.48
F 1.89 1.24 3.25
F 2.95 1.22 0.59
F 0.20 0.28 4.22
O 2.84 -1.63 -0.22
O 1.65 3.91 -2.41
O 0.40 2.26 -1.08
O 1.12 -2.43 3.43
O 2.03 1.51 -2.71
O 5.01 -1.88 0.93
O 0.64 -0.92 1.53
N 3.05 -1.34 2.29
C -3.61 -1.23 -1.79
C -0.20 2.52 -3.58
C -2.46 -1.10 -1.01
C -3.84 -1.13 0.97
C -4.98 -1.25 0.18
C -1.10 -1.04 -1.62
C -4.86 -1.29 -1.20
C 4.07 0.51 0.64
C 1.46 0.10 3.80
C -2.59 -1.05 0.38
H -1.68 -0.96 0.97
H -0.92 3.30 -3.35
H -3.50 -1.27 -2.87
H -5.75 -1.38 -1.82
H -5.96 -1.30 0.65
H 0.26 2.68 -4.55
H -3.93 -1.09 2.05
H -0.66 1.53 -3.53
```

* Kohn-Sham gap (alpha / beta): 5.784 / 5.784 eV
* spin multiplicity: 1
* HOMO (alpha / beta): -0.92 / -0.92 eV
* net charge: -2
* lowest unoccupied orbital energy (alpha / beta): 4.86 / 4.86 eV
* energy relative to the best compared isomer or geometry (same formula, charge and spin): 28.2 kcal per mole

(15)
C10H8IN3O | ωB97M-V/def2-TZVPD

Structure (XYZ):
```
23
C10H8IN3O ωB97M-V/def2-TZVPD
I -4.62 0.64 -0.15
O 1.72 -0.19 2.38
N 2.90 0.34 0.46
N 0.66 0.50 0.36
N 0.41 -1.70 0.24
C -0.25 -0.56 0.27
C -1.50 -2.84 -0.68
C 1.77 0.18 1.23
C 2.99 1.43 -0.24
C 0.66 1.68 -0.17
C -0.16 -2.77 -0.17
C -2.46 0.66 0.13
C -2.26 -1.71 -0.50
C -1.72 -0.50 0.02
C 1.87 2.50 -0.03
H 1.83 3.22 -0.83
H -3.34 -1.59 -0.82
H 3.72 1.59 -0.95
H 0.44 -3.63 0.03
H -0.18 1.87 -0.93
H -2.26 1.69 0.42
H -2.02 -3.72 -1.05
H 1.79 2.90 0.98
```

* Kohn-Sham gap (alpha / beta): 5.527 / 6.929 eV
* spin multiplicity: 1
* HOMO (alpha / beta): -6.79 / -7.47 eV
* net charge: 0
* lowest unoccupied orbital energy (alpha / beta): -1.27 / -0.54 eV
* energy relative to the best compared isomer or geometry (same formula, charge and spin): 51.8 kcal per mole